# 1
{
  "formula": "C23H41IP2Pb",
  "method": "the ωB97M-V functional and the def2-TZVPD basis",
  "homo_lumo_gap_ev": [3.5, 3.2],
  "relative_energy_ev": 0.3877,
  "e_homo_ev": [-12.25, -12.25],
  "charge": 2,
  "multiplicity": 1,
  "elements": ["Pb", "C", "C", "C", "C", "C", "C", "H", "H", "H", "C", "H", "H", "H", "C", "H", "H", "H", "C", "H", "H", "H", "C", "H", "H", "H", "C", "C", "C", "C", "C", "C", "C", "C", "H", "H", "H", "H", "H", "H", "H", "H", "H", "H", "H", "H", "P", "C", "C", "P", "C", "C", "C", "H", "H", "H", "H", "H", "H", "H", "H", "H", "H", "H", "H", "H", "H", "I"],
  "coordinates": [[3.12109, 0.39967, 2.31388], [-1.50144, -0.73694, 4.00042], [-1.12972, -1.80926, 3.15210], [0.72196, -1.17734, 4.34189], [-0.35368, -0.32867, 4.72220], [0.24165, -2.08409, 3.36489], [-2.85955, -0.16842, 4.14204], [-3.37150, -0.14898, 3.17406], [-2.80251, 0.85254, 4.53443], [-3.49673, -0.74710, 4.82695], [-0.30776, 0.70140, 5.76995], [-1.26076, 1.23556, 5.82911], [0.48224, 1.43851, 5.56655], [-0.09950, 0.26154, 6.75738], [2.04475, -1.21673, 4.99948], [1.95142, -1.67694, 6.00223], [2.44486, -0.20781, 5.17018], [2.78437, -1.80257, 4.43593], [0.98949, -3.20467, 2.75592], [0.85533, -4.12552, 3.34544], [2.06926, -3.01848, 2.69186], [0.62108, -3.42578, 1.74603], [-1.99907, -2.54823, 2.22355], [-2.09127, -3.61368, 2.49942], [-1.59502, -2.49512, 1.20050], [-3.01210, -2.12351, 2.21845], [-0.86053, 1.84807, 0.76087], [-1.85422, 0.99436, 1.03588], [-2.61205, 0.16378, 0.05343], [-1.80163, -0.43149, -1.13009], [-0.53321, -1.12535, -0.75504], [0.64454, -0.53119, -0.52179], [1.01454, 0.92081, -0.70412], [-0.10394, 1.96362, -0.51220], [-3.40428, 0.79141, -0.40486], [-1.59356, 0.36079, -1.86560], [-3.15825, -0.64785, 0.56562], [-0.76608, 1.91677, -1.39004], [-0.55538, 2.58014, 1.52174], [-2.27713, 1.00483, 2.04217], [0.34455, 2.96988, -0.53366], [1.88299, 1.20856, -0.07682], [1.50969, -1.16359, -0.23022], [1.41577, 1.05879, -1.73344], [-2.44393, -1.15802, -1.66250], [-0.59180, -2.22519, -0.71514], [-0.11298, 1.64885, -3.55737], [-0.38543, 3.42447, -3.91250], [-1.36029, 0.92363, -4.69222], [2.25729, -0.25127, -4.03983], [1.46176, 1.38322, -4.48675], [1.44577, -1.27505, -5.34961], [3.83498, 0.01156, -4.95612], [0.44881, 4.01031, -3.50826], [-1.31309, 3.75566, -3.42759], [-0.45445, 3.56536, -4.99783], [-1.30485, 1.44108, -5.65909], [-2.35903, 1.06780, -4.25463], [-1.20909, -0.15064, -4.82525], [3.64004, 0.25260, -6.00790], [4.42813, -0.90841, -4.88028], [4.38631, 0.82890, -4.47516], [2.16333, 2.19560, -4.21979], [1.24269, 1.42729, -5.57064], [1.94009, -2.25473, -5.36401], [1.55867, -0.79938, -6.33312], [0.38818, -1.44247, -5.13301], [2.60016, 2.41706, 4.12194]],
  "atomic_forces_ev_per_a": [[-0.435, 0.547, 0.078], [-0.464, 0.127, 0.091], [-0.498, -0.105, -0.276], [0.414, -0.366, -0.220], [-0.372, 0.141, 0.342], [0.788, -0.243, 0.080], [-0.155, 0.265, -0.063], [-0.005, -0.055, 0.268], [-0.157, -0.208, -0.126], [0.254, -0.027, -0.063], [-0.240, 0.423, 0.163], [0.258, -0.080, 0.123], [-0.204, -0.280, 0.149], [0.005, 0.037, -0.210], [0.379, 0.072, 0.330], [0.129, 0.067, -0.349], [-0.161, -0.305, 0.154], [-0.167, -0.053, 0.184], [0.110, -0.244, -0.378], [0.038, 0.182, -0.060], [-0.234, -0.055, 0.078], [0.077, 0.063, 0.211], [-0.654, 0.014, -0.053], [0.193, 0.304, -0.058], [-0.047, -0.079, 0.303], [0.326, -0.222, -0.042], [0.053, -0.105, 0.862], [0.011, 0.616, 0.214], [-0.296, -0.580, -0.648], [-0.659, 0.062, -0.600], [0.536, -0.116, 0.229], [0.562, -0.335, 0.274], [-0.369, 0.332, -0.272], [0.006, 0.483, -0.057], [0.279, -0.223, 0.326], [-0.077, -0.462, 0.333], [0.231, 0.313, -0.121], [0.389, 0.071, 0.660], [-0.131, -0.525, 0.089], [0.139, 0.345, -0.365], [-0.009, -0.304, -0.175], [0.073, -0.124, 0.340], [-0.563, 0.109, -0.406], [-0.134, -0.244, 0.611], [0.169, 0.358, 0.266], [0.225, 0.494, 0.147], [0.142, -0.101, -1.073], [-0.087, 0.018, 0.020], [-0.096, 0.184, -0.082], [-0.114, 0.410, -0.941], [-0.138, -0.093, -0.080], [0.086, -0.306, 0.251], [0.084, -0.090, 0.345], [-0.194, -0.046, -0.117], [0.180, 0.026, -0.203], [0.001, 0.215, 0.224], [-0.167, -0.279, 0.082], [0.218, 0.013, -0.201], [-0.026, 0.198, -0.002], [0.137, -0.028, 0.217], [-0.008, 0.257, -0.146], [0.013, -0.185, -0.199], [-0.289, -0.288, -0.103], [0.350, 0.086, 0.320], [-0.133, 0.164, -0.094], [-0.083, -0.130, 0.232], [0.154, -0.013, -0.063], [0.355, -0.097, -0.747]],
  "lowdin_charge": [0.96, -0.10, -0.10, -0.19, -0.12, -0.14, 0.01, 0.08, 0.10, 0.13, 0.00, 0.09, -0.01, 0.13, -0.08, 0.13, -0.01, 0.07, 0.01, 0.13, 0.08, 0.10, 0.02, 0.13, 0.08, 0.09, -0.10, -0.11, -0.16, -0.19, -0.11, -0.14, -0.26, -0.25, 0.14, 0.05, 0.09, 0.02, 0.10, 0.07, 0.12, 0.03, 0.08, 0.03, 0.13, 0.11, 0.82, -0.27, -0.27, 0.80, -0.57, -0.31, -0.32, 0.04, 0.05, 0.05, 0.05, 0.05, 0.02, 0.05, 0.04, 0.03, 0.05, 0.06, 0.04, 0.05, 0.01, 0.32]
}



# 2
{
  "formula": "C23H41IrN2P3S",
  "method": "the ωB97M-V functional and the def2-TZVPD basis",
  "homo_lumo_gap_ev": [7.0, 4.3],
  "e_homo_ev": [-18.98, -20.27],
  "charge": 4,
  "multiplicity": 6,
  "elements": ["Ir", "P", "P", "P", "H", "C", "C", "H", "C", "C", "C", "C", "C", "C", "C", "C", "C", "H", "H", "H", "H", "H", "H", "H", "H", "H", "H", "H", "H", "H", "H", "H", "H", "H", "H", "H", "H", "H", "H", "H", "H", "H", "H", "H", "H", "H", "C", "C", "C", "C", "C", "C", "S", "H", "H", "H", "H", "H", "H", "N", "C", "C", "C", "C", "C", "N", "C", "H", "H", "H", "H"],
  "coordinates": [[0.11184, 0.16226, 0.16482], [1.63687, 1.25767, 1.53462], [-1.50906, 1.65263, 0.83051], [0.57686, 1.30260, -1.55940], [-1.17146, -2.68757, 0.97720], [-0.41275, -2.79497, 0.16536], [0.91202, -2.43030, 0.33772], [1.43719, -2.55482, 1.30199], [2.00366, 1.04468, 3.34471], [1.87100, 3.11640, 1.60766], [3.17688, 0.64976, 0.73839], [-3.16702, 1.11321, 0.26967], [-1.73827, 2.13947, 2.59245], [-1.43387, 3.37104, 0.19594], [1.81044, 0.40085, -2.56114], [1.46362, 2.91483, -1.53567], [-0.73621, 1.88872, -2.67374], [-0.74476, -3.40550, -0.70193], [1.65783, -2.49972, -0.48125], [2.53143, 0.10887, 3.54077], [1.07158, 1.05867, 3.91593], [2.63906, 1.84822, 3.73962], [0.97215, 3.61343, 1.98607], [2.10637, 3.54022, 0.63654], [2.70938, 3.35839, 2.27588], [2.98833, -0.32060, 0.25897], [3.97901, 0.53844, 1.48660], [3.48189, 1.36088, -0.03777], [-3.71548, 1.97087, -0.15031], [-3.74338, 0.71924, 1.11680], [-3.08322, 0.33176, -0.49828], [-2.19696, 3.13585, 2.64388], [-0.79162, 2.17923, 3.14245], [-2.40377, 1.46665, 3.13966], [-2.21027, 3.95869, 0.70469], [-1.60675, 3.42575, -0.88167], [-0.46543, 3.81434, 0.44677], [1.42653, 0.30420, -3.58928], [2.04892, -0.60404, -2.18904], [2.77442, 0.93851, -2.58431], [1.50485, 3.28530, -2.56376], [2.48018, 2.80589, -1.15162], [0.91352, 3.65618, -0.95477], [-0.68515, 1.27860, -3.59681], [-0.54167, 2.96241, -2.92301], [-1.76676, 1.76535, -2.27576], [-0.85319, -2.22871, -3.73971], [-1.75062, -2.32692, -4.85257], [-1.68118, -3.42597, -5.73988], [-0.69122, -4.38914, -5.61807], [0.34524, -4.13602, -4.71262], [0.30779, -3.03916, -3.83190], [-1.35383, -1.48145, -2.06291], [0.00277, -0.71085, -1.31408], [-2.61336, -1.64609, -4.85348], [-2.48500, -3.58302, -6.46267], [-0.76035, -5.33148, -6.16701], [1.15053, -4.84899, -4.60543], [1.05895, -2.91379, -3.03902], [2.34174, -1.99844, 5.83784], [1.34873, -1.84874, 5.25198], [0.18169, -1.60676, 4.42911], [-1.16979, -1.68345, 4.85233], [-2.11203, -1.26367, 3.92713], [-1.75116, -0.98598, 2.58227], [-0.46440, -0.85634, 2.19738], [0.44109, -1.38447, 3.06883], [-1.39240, -1.99121, 5.89719], [-3.17439, -1.19966, 4.20974], [-2.56251, -0.78953, 1.85968], [1.47495, -1.47265, 2.69971]],
  "atomic_forces_ev_per_a": [[-0.085, -3.073, 3.856], [3.139, 2.108, 1.818], [-2.601, 2.314, 0.882], [2.017, 3.461, -3.781], [0.905, -0.496, -0.841], [-0.015, -0.654, 0.699], [0.328, -0.969, -0.683], [-0.721, 0.742, -0.541], [-0.528, -0.609, 0.231], [-0.308, -0.097, -0.564], [0.136, -0.078, -0.077], [-0.296, -0.139, -0.150], [0.082, -0.356, 0.501], [0.342, 0.060, -0.410], [0.549, -0.550, -0.598], [0.078, 0.001, 0.668], [-0.975, -0.446, -0.621], [0.270, 0.669, 0.328], [-0.776, -0.114, 0.255], [-0.153, 0.083, 0.010], [0.171, -0.049, 0.069], [-0.174, -0.053, -0.543], [0.164, -0.132, 0.124], [-0.046, 0.004, 0.213], [-0.276, -0.353, -0.153], [0.252, 0.165, 0.177], [-0.237, 0.106, -0.297], [0.095, -0.208, 0.203], [0.154, -0.263, 0.164], [0.071, 0.143, -0.277], [-0.153, 0.230, 0.201], [0.166, -0.259, -0.194], [-0.105, 0.007, -0.129], [0.171, -0.018, -0.174], [0.121, -0.295, -0.180], [0.093, 0.100, 0.240], [-0.303, 0.029, -0.065], [0.243, 0.091, 0.238], [-0.214, 0.224, -0.029], [-0.519, -0.059, -0.094], [0.097, -0.296, 0.020], [-0.176, 0.139, -0.161], [0.178, -0.051, -0.196], [-0.074, 0.477, 0.265], [-0.350, -1.037, 0.123], [0.660, 0.132, -0.211], [0.568, -0.774, 0.730], [-0.741, 0.926, 2.122], [0.194, -1.262, -0.918], [-0.418, 0.298, -0.037], [-0.068, -1.099, -1.051], [-1.293, 2.211, 2.369], [0.029, -0.800, -3.489], [-0.060, -0.125, 0.245], [0.331, -0.316, -0.414], [0.187, 0.257, 0.110], [0.242, 0.400, 0.004], [0.192, -0.056, -0.072], [-0.089, -0.270, -0.614], [-1.448, 0.288, -0.880], [0.818, -0.412, 0.663], [-0.249, -1.075, -0.714], [1.112, 0.743, 0.551], [-0.700, -0.628, -0.937], [-0.568, 0.888, 1.473], [-0.427, -1.937, 0.490], [0.441, 1.635, 0.234], [-0.047, 0.416, -0.891], [0.554, -0.288, -0.257], [0.729, 0.070, 0.427], [-0.687, 0.285, 0.542]],
  "mulliken_spin": [1.07, 0.23, 0.20, -0.13, 0.02, 0.23, 0.21, 0.02, 0.03, 0.02, 0.07, 0.06, 0.03, 0.03, 0.07, 0.01, 0.04, 0.03, 0.01, 0.00, 0.00, 0.01, 0.00, 0.00, 0.00, -0.01, 0.01, 0.01, 0.00, 0.00, 0.01, 0.00, 0.00, 0.00, 0.00, 0.00, 0.00, 0.00, 0.01, 0.00, 0.00, 0.00, 0.00, 0.00, 0.00, 0.00, 0.00, 0.27, 0.19, 0.04, 0.27, 0.25, 1.06, 0.41, 0.01, 0.00, 0.00, 0.00, 0.08, 0.00, 0.00, 0.01, 0.00, 0.02, 0.00, 0.06, 0.00, 0.00, 0.00, 0.00, 0.00]
}



# 3
{
  "formula": "C23H41N2P3SSc",
  "method": "the ωB97M-V functional and the def2-TZVPD basis",
  "homo_lumo_gap_ev": 6.5,
  "relative_energy_ev": 0.0000,
  "e_homo_ev": -16.29,
  "charge": 3,
  "multiplicity": 1,
  "elements": ["Sc", "P", "P", "P", "H", "C", "C", "H", "C", "C", "C", "C", "C", "C", "C", "C", "C", "H", "H", "H", "H", "H", "H", "H", "H", "H", "H", "H", "H", "H", "H", "H", "H", "H", "H", "H", "H", "H", "H", "H", "H", "H", "H", "H", "H", "H", "C", "C", "C", "C", "C", "C", "S", "H", "H", "H", "H", "H", "H", "N", "C", "C", "C", "C", "C", "N", "C", "H", "H", "H", "H"],
  "coordinates": [[0.92826, 0.39649, -0.15482], [-2.81242, -0.18768, 1.35129], [1.00261, -1.71835, 1.59328], [-1.10480, 1.77249, -1.66721], [3.78448, -2.52639, -4.26174], [3.82430, -1.50263, -4.66863], [4.57578, -0.54325, -4.11533], [5.28941, -0.76589, -3.30203], [-3.80717, -1.43571, 0.56007], [-2.38339, -0.64186, 3.03717], [-3.60642, 1.40475, 1.30691], [2.73828, -2.29544, 1.49348], [0.74911, -2.00211, 3.40462], [0.04027, -3.12426, 0.91835], [-0.25284, 2.31242, -3.20246], [-1.97954, 3.36519, -1.30655], [-2.53057, 0.84410, -2.38525], [3.29721, -1.32928, -5.61279], [4.60381, 0.46984, -4.54379], [-4.81476, -1.46105, 1.01655], [-3.33601, -2.42967, 0.65811], [-3.90348, -1.20687, -0.51541], [-3.27855, -0.61641, 3.67988], [-1.64554, 0.05680, 3.45375], [-1.96770, -1.65745, 3.06286], [-4.47836, 1.40843, 1.96966], [-3.91982, 1.63259, 0.28266], [-2.90632, 2.17823, 1.63781], [3.01844, -2.84107, 2.40208], [3.40277, -1.43045, 1.37673], [2.88892, -2.93719, 0.61950], [0.50068, -3.05392, 3.60286], [-0.06051, -1.38936, 3.80937], [1.65694, -1.75220, 3.96979], [0.15827, -3.99578, 1.57682], [0.40797, -3.35231, -0.08701], [-1.02240, -2.85022, 0.85405], [-0.97407, 2.68834, -3.93685], [0.32271, 1.49703, -3.64600], [0.45973, 3.10541, -2.95248], [-2.67894, 3.62367, -2.11799], [-1.24219, 4.17224, -1.19998], [-2.53892, 3.30109, -0.36616], [-2.91285, 1.36094, -3.27943], [-3.34496, 0.74884, -1.65307], [-2.19412, -0.16290, -2.66743], [2.52483, -0.36875, -1.72340], [1.23695, -0.94596, -2.07515], [1.16301, -2.35042, -2.27454], [2.30378, -3.13065, -2.17668], [3.52810, -2.59264, -1.74514], [3.61606, -1.23618, -1.44972], [2.71664, 1.35258, -1.52970], [-1.63777, -0.04543, 0.52385], [0.49673, -0.28337, -2.55176], [0.22624, -2.80521, -2.63633], [2.24607, -4.17458, -2.50798], [4.41901, -3.23258, -1.75198], [4.57966, -0.77142, -1.22030], [-2.51477, 5.48480, 1.72378], [-1.83200, 4.58085, 2.01525], [-0.98150, 3.46478, 2.38195], [-0.92576, 3.02648, 3.70711], [-0.08817, 1.96674, 4.02253], [0.63031, 1.34870, 2.98924], [0.44063, 1.65365, 1.67300], [-0.17113, 2.84495, 1.41265], [-1.49292, 3.47807, 4.50010], [0.02463, 1.63426, 5.04889], [1.43776, 0.62855, 3.18109], [0.10033, 3.34363, 0.46805]],
  "atomic_forces_ev_per_a": [[0.143, 1.565, -0.100], [0.137, -0.025, -0.155], [0.468, -1.514, 0.524], [-0.825, 0.911, -1.320], [0.185, 0.612, -0.435], [0.413, 0.173, -0.047], [0.145, -0.311, -0.542], [-0.589, 0.277, -0.442], [-0.295, -0.450, -0.274], [0.112, -0.098, 0.127], [-0.080, 0.289, -0.050], [0.347, 0.027, -0.202], [-0.321, 0.717, 0.395], [-0.068, 0.110, -0.078], [0.372, -0.153, 0.070], [0.265, -0.058, 0.613], [0.258, -0.502, 0.239], [-0.032, -0.018, 0.492], [0.116, -0.558, 0.194], [0.441, -0.009, -0.167], [-0.242, 0.397, 0.037], [-0.036, -0.049, 0.442], [0.134, 0.001, -0.354], [-0.299, -0.150, -0.213], [-0.227, 0.234, -0.065], [0.054, -0.048, -0.111], [-0.072, -0.055, 0.229], [-0.213, -0.209, -0.015], [-0.107, 0.086, -0.227], [0.000, -0.225, 0.133], [-0.103, 0.136, 0.280], [0.193, 0.233, -0.253], [0.244, -0.166, 0.037], [-0.179, -0.030, -0.241], [-0.061, 0.189, -0.294], [-0.181, -0.065, 0.227], [0.207, -0.221, 0.000], [0.040, -0.078, 0.230], [-0.064, 0.105, -0.072], [-0.120, -0.113, -0.054], [0.361, -0.226, 0.198], [-0.244, -0.119, -0.086], [0.061, 0.150, -0.259], [0.177, -0.138, 0.368], [0.182, 0.037, -0.272], [-0.238, 0.159, -0.067], [-0.295, -1.596, -0.212], [1.724, -0.394, -0.372], [-0.293, 0.449, -0.429], [-0.006, -0.416, 0.093], [-0.329, 0.055, -0.291], [-0.167, 0.220, -0.540], [-0.915, -0.034, 0.955], [-0.597, -0.188, 0.689], [0.081, -0.293, 0.351], [0.528, 0.301, 0.190], [0.072, 0.387, 0.334], [-0.345, 0.329, 0.231], [-0.407, -0.247, 0.204], [1.368, -2.067, 0.547], [-0.791, 1.805, -0.465], [0.388, 0.588, -0.379], [0.037, -0.779, -0.179], [0.779, -0.162, -0.648], [-0.345, -0.146, -0.111], [0.942, 1.691, 0.835], [-0.197, -0.329, 0.483], [-0.293, 0.363, 0.010], [0.191, 0.123, -0.100], [-0.802, 0.021, 0.062], [-0.788, -0.502, 0.300]],
  "lowdin_charge": [0.64, 0.89, 0.80, 0.78, 0.05, -0.05, -0.07, 0.06, -0.18, -0.17, -0.17, -0.23, -0.24, -0.23, -0.26, -0.24, -0.25, 0.07, 0.07, 0.10, 0.07, 0.07, 0.10, 0.03, 0.06, 0.10, 0.06, 0.03, 0.07, 0.05, 0.04, 0.08, 0.00, 0.07, 0.08, 0.03, 0.02, 0.07, 0.04, 0.05, 0.08, 0.06, 0.01, 0.08, 0.02, 0.05, -0.78, -0.23, -0.07, -0.06, -0.06, -0.14, 0.74, -0.01, 0.07, 0.14, 0.14, 0.15, 0.13, 0.24, -0.16, -0.20, 0.05, -0.01, -0.11, -0.06, -0.08, 0.15, 0.14, 0.12, 0.13]
}



We obtain DFT total energy values of -2073.5397, -2535.2311, -3192.5155 a.u. for the records listed above, in that order.